Density functional theory data (the ωB97M-V functional and the def2-TZVPD basis) for the molecule C6H9NO2 in a non-equilibrium geometry.

The charge is 0. The relative energy (zero: lowest compared OMol25 entry of this formula, charge and spin) is 3.299 eV. The HOMO-LUMO gap is 0.347 hartree. Its SMILES is CN1C[C@@H]2OC[C@H]1C2=O. The HOMO energy is -9.16 eV. Its multiplicity is 1.

```
18
Properties=species:S:1:pos:R:3:forces:R:3
H 0.52123 -0.88994 -2.48706 0.2 -0.7 -0.6
H -0.22743 -0.50113 2.51042 0.1 0.3 -1.2
H -2.09717 -0.29442 0.48944 1.5 -1.5 0.3
C -1.03480 -0.74515 0.39448 -0.9 0.5 0.3
C 0.61135 0.73134 -0.39617 0.1 -1.2 -0.7
H -0.91128 -1.87769 0.49277 -0.7 1.4 -0.3
H -0.83633 2.13289 -0.33643 -2.4 1.2 -1.3
H 0.56146 2.77293 0.56286 0.0 -0.3 -0.4
O -0.57450 1.35051 1.56783 1.0 -1.5 -1.0
C 0.00363 -1.38703 -1.67338 1.0 0.2 0.7
C 1.23012 0.06855 0.89161 3.5 1.2 1.2
O 2.37733 0.06426 1.45752 -5.0 -0.3 -2.9
H 1.21348 0.99907 -1.23062 0.8 0.3 -0.4
C -0.14460 -0.08375 1.46553 -1.9 0.1 2.8
C -0.07454 1.91888 0.30789 1.7 -1.6 1.4
H -0.86333 -1.98841 -2.02418 0.8 0.3 0.2
H 0.76438 -2.03727 -1.05528 -1.3 1.0 -1.1
N -0.51900 -0.23365 -0.93724 1.5 0.5 3.0
```
Positions in Å, forces in eV/Å.

How positive or negative is each atom? The natural (NBO) charges in e answer that: H 0.2050; H 0.2303; H 0.2351; C -0.2716; C -0.1904; H 0.2075; H 0.1926; H 0.2020; O -0.5093; C -0.4230; C 0.5504; O -0.4882; H 0.2287; C -0.0582; C -0.0802; H 0.2157; H 0.1660; N -0.4124

=====

Density functional theory data (the ωB97M-V functional and the def2-TZVPD basis) for a structure of composition C41H54BClF4Ge2N6PRb in a non-equilibrium geometry.

The charge is -1. The relative energy (zero: lowest compared OMol25 entry of this formula, charge and spin) is 0.756 eV. The HOMO-LUMO gap (alpha / beta) is 0.143 / 0.251 hartree. The HOMO energy (alpha / beta) is -2.17 / -5.12 eV. Its multiplicity is 2.

```
111
Properties=species:S:1:pos:R:3:forces:R:3
C 3.80705 -2.02805 2.54158 0.0 0.0 0.0
N -1.92294 1.54355 -1.34926 0.0 0.0 0.0
H -1.87652 -1.81196 0.43656 -0.5 -0.5 0.1
H 3.13565 2.04654 0.85883 0.0 0.0 0.0
C 0.91767 4.48880 3.16875 0.0 -0.1 -0.1
H 0.89989 5.48054 3.62858 0.0 0.0 0.0
H -0.32713 5.73550 0.72953 0.0 0.0 0.0
H 6.10563 -0.70185 -0.55559 0.0 0.0 0.1
C -2.25897 0.57074 4.66731 0.0 0.0 0.1
H 5.31752 -4.49024 1.52220 0.0 0.0 0.0
H -0.51714 -3.56326 0.67745 0.0 0.0 0.1
N 1.32560 2.55322 -0.13457 -0.1 0.1 0.1
H -4.13242 3.95012 -0.59553 0.0 0.0 0.0
H 6.66079 -3.36438 1.22575 0.0 0.0 0.0
H 2.67967 -7.22533 1.55582 0.0 0.0 0.0
H -3.37417 -2.71278 0.38169 0.1 0.0 0.1
C 1.00062 3.67615 -0.86268 0.1 -0.1 0.0
H 0.94576 -5.12549 -4.63930 0.0 0.0 0.0
F -2.72285 -2.26042 4.57996 0.1 -0.1 -0.1
H 0.65524 -4.20392 -2.37404 0.0 0.0 0.0
C 1.62360 -4.12474 -2.86196 0.2 -0.1 -0.1
F -0.84820 -2.36459 3.22942 -0.3 0.0 0.0
C -3.22666 1.74801 0.70625 0.2 0.0 -0.1
C -2.82458 -1.89900 -0.08262 -0.3 0.1 -0.2
Ge 4.42564 -2.24484 0.66817 -0.3 0.0 0.5
H 3.14989 -4.97454 -5.77167 0.0 0.0 0.0
C 1.97769 -6.42200 1.35555 0.0 0.0 0.0
C 2.55038 2.74403 0.27915 -0.1 0.0 0.0
F -1.63019 -4.27464 4.28226 -0.1 0.2 -0.1
C -2.08005 3.11766 -3.14374 0.1 0.0 0.0
H -4.00460 -3.53728 -4.28371 0.0 0.0 0.0
C 0.20492 0.93262 3.61530 -0.1 0.0 0.0
C -2.09684 -2.54514 -4.20367 0.0 0.0 0.0
C -2.83373 2.23792 -0.67049 0.1 0.0 0.0
Rb -0.07195 -0.38557 0.43440 0.4 0.5 0.0
C 1.51111 -4.23600 0.40746 0.1 0.1 0.2
C -2.55920 -2.20190 -1.53041 0.1 0.0 0.0
H -1.75378 3.42809 -4.12713 0.0 0.0 0.0
C 0.65879 -6.52937 1.78500 0.0 0.0 0.0
H 3.27644 -1.07962 2.67035 0.0 0.0 0.0
Ge 2.21340 -2.51849 -0.48312 0.6 -0.6 -0.5
H 1.84264 -1.05836 -2.95782 0.0 0.0 0.0
H 1.68245 4.46795 2.38752 0.0 0.0 0.0
C -1.56421 1.97273 -2.55732 0.0 0.0 0.0
H -1.36193 0.85305 6.58971 0.0 0.0 0.0
P -0.71538 4.04368 2.43834 -0.1 0.4 0.0
H -4.08564 0.39975 2.70956 0.0 0.0 0.0
Cl 3.20781 0.34668 -1.65610 0.1 0.2 -0.3
H -0.81400 1.37319 -3.06696 0.0 0.0 0.0
C 0.19432 -4.36734 0.84369 0.2 0.0 0.0
H 3.42668 -5.21931 0.33111 0.0 0.0 0.0
C -3.39913 3.40577 -1.17933 0.0 0.0 0.1
H 4.74571 -2.94727 -2.34971 0.0 0.0 0.0
C -3.58750 -0.55738 0.06426 0.1 -0.1 0.1
C 2.05047 4.54582 -0.88509 0.0 0.0 0.1
F -2.83011 -3.33338 2.54532 0.1 0.0 0.2
H 5.91534 -4.24198 -0.12869 0.0 0.0 0.0
H -1.25867 -5.56060 1.88028 0.0 0.0 0.0
N -1.40830 -1.75980 -2.04903 -0.1 0.0 0.0
H -1.71822 3.53573 4.60713 0.0 0.0 0.0
H 0.33169 -7.40897 2.32702 0.0 0.0 0.0
N 3.03817 3.93776 -0.14158 0.0 0.1 0.0
H 3.96395 4.29160 0.01597 0.0 0.0 0.0
C -1.04952 5.62718 1.54060 0.0 -0.1 0.0
C -0.23654 -5.50174 1.52541 0.0 0.0 0.0
C -2.01867 0.48487 3.29834 0.0 0.1 0.0
N -0.81434 0.70354 2.78842 0.0 0.1 0.5
C -1.19237 -1.93141 -3.35260 0.1 0.0 0.1
H 3.10639 -2.83103 2.78711 0.0 0.0 0.0
N -2.88524 0.36639 0.95733 -0.3 -0.1 0.1
H 1.17411 1.07250 3.14016 0.0 0.0 0.1
H -1.87240 -2.65105 -5.25664 0.0 0.0 0.0
H -3.65582 -0.08846 -0.91354 0.0 0.0 0.0
H 5.02030 0.25356 0.45808 0.1 0.0 0.0
H -0.24054 -1.56820 -3.72766 0.0 0.0 0.0
H 6.35039 -0.66457 1.20812 0.0 0.0 0.0
H -0.98706 6.49543 2.20373 0.0 0.0 0.0
H 4.63710 -2.06204 3.25467 0.0 0.0 -0.1
C -3.01138 3.85393 -2.42657 0.0 0.0 -0.1
C -1.76732 4.38222 3.91950 0.0 -0.1 0.0
H 1.17822 3.74406 3.92392 0.0 0.1 0.0
H 0.93722 1.13346 5.62300 0.0 0.0 0.0
C -3.50930 -2.86094 -2.30878 0.0 0.0 0.0
C 1.79368 -0.71927 -1.92496 0.0 -0.1 0.0
H -3.25303 0.39432 5.05589 0.0 0.0 0.0
H -4.30221 1.94148 0.86450 -0.1 0.0 0.0
C -1.20023 0.81330 5.51925 0.0 0.0 0.0
H -2.80700 4.50676 3.60581 0.0 0.0 0.0
B -1.99537 -3.07431 3.67480 0.0 -0.1 0.0
C 0.07308 0.98258 4.98901 0.0 0.0 0.0
H 0.88425 -0.14910 -1.73766 0.3 0.1 -0.4
H 2.18043 5.51497 -1.33596 0.0 -0.1 0.0
C 3.90684 -3.43111 -2.84341 0.0 0.0 0.0
C 2.67779 -3.49260 -2.18725 -0.2 0.1 -0.2
C 2.39761 -5.28651 0.67159 -0.2 0.0 0.0
C 1.78398 -4.65232 -4.13800 0.0 0.1 0.1
H -4.41603 -3.23480 -1.84820 0.0 0.0 0.0
H 0.03865 3.77776 -1.34126 0.0 0.0 0.1
C 4.08212 -3.96324 -4.11971 0.0 0.0 0.0
C 3.01877 -4.56781 -4.77508 0.0 0.0 0.0
H -3.43590 4.75976 -2.84278 0.0 0.0 0.0
H 5.04853 -3.89714 -4.60810 0.0 0.0 0.0
C 5.71828 -3.74987 0.82654 -0.1 -0.1 -0.2
C 5.59933 -0.67002 0.41239 0.0 0.0 -0.2
C -3.27724 -3.02976 -3.66117 0.0 0.0 0.0
H -2.04757 5.58068 1.09754 0.0 0.0 0.0
H -2.67559 2.35837 1.42906 0.0 0.0 0.0
H -1.44484 5.29027 4.43748 0.0 0.0 0.0
H -3.14403 -1.06323 2.45380 0.0 0.0 0.0
C -3.11060 0.02520 2.35697 0.1 -0.1 0.0
H -4.61558 -0.74343 0.41260 0.0 0.0 0.0
```
Positions in Å, forces in eV/Å.

Atomic partial charges in e from the Mulliken method, atoms 1 to 99: C -1.1222; N 0.8140; H -2.2308; H 0.4933; C -1.2948; H 0.4531; H 0.2816; H 0.3193; C -1.0762; H 0.4264; H 0.2119; N 0.9472; H 0.5376; H 0.4443; H 0.3793; H 0.9343; C -0.2224; H 0.4200; F -0.3397; H 0.3707; C -0.2813; F -0.2056; C -1.1043; C 2.6663; Ge 1.1334; H 0.3386; C -0.6835; C -1.1365; F -0.3556; C -0.7532; H 0.3979; C -1.1552; C -0.9497; C 0.5960; Rb 0.6906; C -0.4750; C -1.1428; H 0.4472; C -0.7231; H 0.1238; Ge -0.0332; H 0.3685; H 0.2232; C -0.4954; H 0.3874; P 1.3135; H 0.3496; Cl -0.2738; H 0.2115; C 0.2276; H 0.4565; C -0.9273; H 0.2285; C -1.8443; C -0.9167; F -0.3303; H 0.3681; H 0.3750; N 1.1719; H 0.2229; H 0.3208; N 0.0441; H 0.2074; C -1.3639; C -0.4674; C 0.4564; N 2.1035; C -0.3651; H 0.3414; N 1.8390; H 0.4904; H 0.4858; H 0.8631; H 0.1709; H 0.2533; H 0.4295; H 0.4368; H 0.4545; C -0.5929; C -1.3271; H 0.2700; H 0.5076; C -0.6721; C 0.0017; H 0.5125; H 0.3700; C -0.9472; H 0.3428; B 0.1986; C -0.6930; H -0.5824; H 0.4278; C -0.0899; C -0.3896; C -0.4015; C -0.6290; H 0.5584; H 0.2379; C -0.6179